No. 1
Computed, not measured: C24H43N3NiO6P2S as an isolated structure, with ωB97M-V/def2-TZVPD.

Energy relative to the best compared isomer or geometry (same formula, charge and spin)   9.08 kcal/mol
2S+1   3
Total charge   +2
HOMO-LUMO gap (alpha / beta)   8.836 / 7.959 eV
E_tot   -4145.025792 Eh

```
80
Properties=species:S:1:pos:R:3:forces:R:3:lowdin_spin:R:1
Ni 0.486 0.163 1.037 0.29 0.23 -0.41 1.734
C -2.764 1.770 -3.357 -0.08 -0.02 -0.05 0.000
C -1.818 0.654 -3.733 -0.02 -0.03 0.07 0.000
C -1.065 0.897 -5.019 -0.03 -0.04 -0.02 0.000
O -0.812 0.556 -2.656 0.02 0.00 -0.01 0.001
P -0.691 -0.655 -1.687 -0.13 0.15 -0.03 0.007
O 0.531 -0.479 -0.843 0.10 -0.13 0.15 0.050
C -2.193 -0.803 -0.689 -0.17 -0.20 -0.03 0.000
P -2.364 0.479 0.571 0.30 0.11 0.28 0.007
O -1.123 1.330 0.570 -0.27 -0.11 0.13 0.025
O -3.650 1.310 0.326 0.12 -0.10 -0.13 0.002
C -5.048 0.942 0.697 0.16 0.19 0.01 0.001
C -5.539 -0.219 -0.132 -0.02 -0.01 -0.01 0.000
C -5.841 2.210 0.495 -0.12 -0.08 0.12 0.000
O -2.473 -0.333 1.926 -0.13 -0.01 -0.28 0.004
C -2.381 0.302 3.270 -0.21 -0.09 -0.08 0.001
C -0.989 0.097 3.809 0.38 0.12 0.21 0.011
C -2.802 1.756 3.287 -0.01 0.05 0.10 0.000
O -0.745 -1.991 -2.485 -0.01 -0.05 -0.03 0.004
C 0.382 -2.441 -3.347 -0.10 0.09 0.08 0.000
C 1.231 -3.377 -2.521 0.07 -0.01 -0.06 0.000
C -0.242 -3.079 -4.563 0.09 0.00 -0.02 0.000
H -3.564 1.841 -4.095 0.02 0.00 -0.02 0.000
H -2.239 2.723 -3.326 0.04 0.02 0.02 0.000
H -3.220 1.596 -2.382 -0.01 0.00 0.03 0.000
H -2.340 -0.308 -3.774 -0.02 0.05 -0.04 0.000
H -0.454 1.795 -4.935 0.01 0.03 0.02 0.000
H -1.768 1.037 -5.840 -0.03 -0.01 0.01 0.000
H -0.421 0.054 -5.265 0.03 0.00 0.00 0.000
H -2.165 -1.782 -0.204 0.00 0.00 -0.02 0.000
H -3.059 -0.806 -1.354 -0.02 0.03 0.01 0.000
H -5.004 0.671 1.753 -0.07 -0.03 -0.05 0.000
H -5.498 0.019 -1.195 0.02 0.00 -0.03 0.000
H -6.579 -0.416 0.123 -0.01 0.02 0.01 0.000
H -4.985 -1.136 0.065 0.06 -0.03 0.01 0.000
H -5.884 2.478 -0.559 0.04 0.00 -0.05 0.000
H -5.410 3.037 1.054 0.03 0.02 0.01 0.000
H -6.860 2.051 0.849 -0.01 0.01 -0.01 0.000
H -3.087 -0.301 3.841 0.05 0.10 0.04 0.000
H -0.196 0.535 3.179 -0.29 0.01 0.06 0.005
H -0.759 -0.948 3.999 -0.01 -0.05 -0.06 0.000
H -0.898 0.627 4.759 -0.04 -0.07 0.03 0.001
H -2.110 2.389 2.733 0.02 0.00 -0.03 0.000
H -2.801 2.085 4.326 0.00 0.00 -0.02 0.000
H -3.809 1.903 2.905 0.01 0.01 0.00 0.000
H 0.939 -1.542 -3.624 0.04 -0.06 -0.02 0.000
H 0.645 -4.244 -2.217 -0.03 -0.02 0.02 0.000
H 1.617 -2.872 -1.636 0.00 0.01 0.02 0.000
H 2.076 -3.729 -3.113 0.00 0.01 -0.02 0.000
H -0.814 -3.963 -4.283 -0.03 -0.01 0.03 0.000
H 0.542 -3.385 -5.256 0.01 -0.01 0.00 0.000
H -0.899 -2.384 -5.084 -0.03 0.02 0.00 0.000
C 2.087 -4.248 1.934 0.00 0.00 0.00 0.000
C 0.772 -3.906 2.209 -0.04 0.08 -0.01 0.002
C 0.381 -2.592 2.044 -0.06 -0.02 0.00 0.008
N 1.220 -1.628 1.637 0.04 -0.09 -0.02 0.032
C 2.482 -1.966 1.347 0.10 -0.07 0.10 0.000
C 2.951 -3.261 1.492 0.00 0.09 -0.03 0.000
H 2.428 -5.266 2.059 0.01 -0.01 0.00 0.000
H 0.054 -4.639 2.544 -0.02 -0.03 0.01 0.000
H -0.642 -2.291 2.232 -0.02 -0.01 0.03 0.002
H 3.117 -1.161 1.010 0.04 0.03 -0.02 0.000
H 3.982 -3.484 1.257 0.01 0.00 0.00 0.000
C 5.936 4.636 1.957 0.08 -0.01 -0.01 0.000
C 5.379 3.293 1.647 -0.01 -0.20 -0.05 0.001
C 6.106 2.164 1.375 -0.15 0.11 0.01 0.001
C 5.410 0.979 1.093 0.14 0.05 -0.01 0.000
N 4.081 0.909 1.091 -0.13 -0.07 0.00 0.002
C 3.377 1.999 1.364 0.05 0.12 0.08 0.013
S 1.673 2.116 1.388 -0.12 -0.06 0.00 0.078
N 4.030 3.169 1.632 0.01 -0.05 -0.02 0.006
C 6.162 -0.274 0.793 -0.02 -0.02 0.01 0.000
H 7.018 4.628 1.873 0.00 0.01 0.01 0.000
H 5.666 4.928 2.972 -0.01 0.03 0.01 0.000
H 5.536 5.379 1.266 0.00 0.03 0.01 0.000
H 7.184 2.193 1.367 0.03 0.01 0.00 0.000
H 3.455 3.982 1.821 0.00 0.00 0.01 0.002
H 7.023 -0.071 0.159 0.02 0.00 0.00 0.000
H 5.514 -1.001 0.311 0.00 -0.01 -0.02 0.000
H 6.535 -0.698 1.728 0.01 -0.01 0.00 0.000
```
Positions in Å, forces in eV/Å.

***

No. 2
Computed, not measured: one molecule with the formula C3H6N2O2S, with ωB97M-V/def2-TZVPD.

Energy relative to the best compared isomer or geometry (same formula, charge and spin)   78.49 kcal/mol
Total charge   0
SMILES   [H]/N=C(/C(O)=S)N(C)O
HOMO-LUMO gap   8.565 eV
E_tot   -776.015079 Eh

```
14
Properties=species:S:1:pos:R:3:forces:R:3:nbo_charge:R:1
H -1.074 2.086 -0.125 2.33 -0.88 -0.11 0.391
N -0.016 1.855 -0.120 -1.93 1.17 0.08 -0.695
C 0.272 0.627 -0.179 -0.51 -0.40 0.08 0.318
C 1.759 0.315 -0.124 0.29 -0.14 -0.05 0.180
O 2.440 1.405 0.195 2.10 -2.47 -0.18 -0.626
S 2.484 -1.110 -0.457 -0.36 0.59 0.16 -0.037
N -0.640 -0.412 -0.381 0.03 -0.19 -0.13 -0.151
C -0.715 -1.529 0.562 -1.67 0.47 0.07 -0.424
O -1.932 0.124 -0.528 0.32 0.40 2.05 -0.574
H 1.861 2.130 0.204 -1.98 2.08 0.12 0.509
H 0.250 -1.909 0.703 1.29 -0.48 0.36 0.232
H -1.351 -2.329 0.154 0.26 0.41 -0.08 0.210
H -1.186 -1.192 1.507 0.37 -0.13 -0.32 0.189
H -2.152 -0.061 -1.410 -0.53 -0.42 -2.05 0.478
```
Positions in Å, forces in eV/Å.

***

No. 3
Computed, not measured: C24H34N5O2PdSi2 as an isolated structure, with ωB97M-V/def2-TZVPD.

2S+1   3
Total charge   +1
HOMO-LUMO gap (alpha / beta)   8.009 / 7.675 eV
E_tot   -2065.916467 Eh

```
68
Properties=species:S:1:pos:R:3:forces:R:3:lowdin_spin:R:1
Pd -0.367 -0.988 -0.059 0.52 -0.29 -0.04 1.016
C -0.873 -0.657 2.680 -0.03 -0.05 -0.15 0.043
Si -2.213 0.356 1.810 -0.31 0.13 0.11 0.064
C -3.718 0.331 2.914 -0.07 0.03 0.05 0.020
C -1.599 2.104 1.603 -0.04 0.09 -0.04 -0.001
C -2.661 -0.447 0.180 0.17 -0.03 -0.03 0.460
C -2.966 -1.891 0.294 -0.13 -0.02 0.04 0.058
C -4.236 -2.450 0.416 0.04 0.01 -0.01 0.013
C -4.351 -3.827 0.492 0.00 0.00 0.01 -0.001
C -3.207 -4.616 0.446 -0.05 0.02 -0.01 0.003
C -1.982 -3.991 0.328 0.13 0.04 0.01 0.009
N -1.864 -2.663 0.257 -0.01 0.28 -0.01 0.073
Si -2.678 0.158 -1.594 -0.19 -0.07 -0.04 0.061
C -1.681 -1.117 -2.595 -0.01 0.11 0.18 0.047
C -4.417 0.119 -2.272 -0.09 0.01 -0.03 0.018
C -1.995 1.879 -1.789 0.02 0.08 0.00 -0.001
H -0.716 -0.232 3.676 0.00 0.04 -0.03 0.008
H 0.114 -0.647 2.190 0.05 -0.05 0.08 0.006
H -1.173 -1.699 2.799 0.04 0.01 0.04 0.000
H -3.474 0.718 3.908 -0.02 -0.02 -0.03 0.003
H -4.106 -0.683 3.035 0.01 0.03 0.01 0.000
H -4.518 0.951 2.501 0.03 -0.03 0.02 0.000
H -1.359 2.524 2.584 -0.01 -0.01 -0.05 0.000
H -2.358 2.743 1.145 0.06 -0.02 0.04 0.000
H -0.705 2.151 0.979 -0.04 0.03 0.03 0.000
H -5.104 -1.804 0.447 0.02 -0.03 0.00 0.003
H -5.327 -4.287 0.587 0.03 0.01 -0.01 0.000
H -3.266 -5.693 0.498 0.01 0.01 0.01 0.001
H -1.059 -4.555 0.293 0.00 0.02 0.00 0.000
H -2.288 -2.016 -2.724 0.03 0.00 -0.01 0.002
H -0.736 -1.459 -2.138 -0.01 -0.03 -0.29 0.008
H -1.432 -0.721 -3.583 -0.01 0.01 0.03 0.005
H -4.826 -0.894 -2.278 0.01 0.05 0.01 0.000
H -4.424 0.487 -3.303 -0.01 -0.04 0.05 0.002
H -5.089 0.755 -1.689 0.03 -0.03 -0.03 0.000
H -1.032 2.018 -1.298 0.00 0.01 -0.04 0.000
H -2.696 2.614 -1.384 0.05 -0.02 -0.01 0.000
H -1.870 2.098 -2.854 -0.01 0.00 0.05 0.000
N 3.167 -5.178 0.816 -0.04 0.05 -0.08 0.000
C 3.339 -3.982 -0.004 -0.06 -0.06 0.11 0.001
C 2.052 -3.171 -0.007 0.18 -0.13 -0.05 0.001
O 1.762 -2.378 -0.869 -0.15 0.08 0.09 0.019
O 1.277 -3.385 1.052 -0.13 -0.03 -0.05 0.003
H 2.780 -5.941 0.275 0.03 -0.04 -0.01 0.000
H 1.679 -4.148 1.525 0.10 0.01 0.08 0.000
H 4.043 -5.496 1.206 -0.01 0.02 0.05 0.000
H 3.649 -4.149 -1.034 -0.02 -0.02 -0.05 0.000
H 4.087 -3.345 0.471 0.05 0.05 -0.07 0.000
N 6.478 7.438 0.866 -0.04 -0.07 -0.03 0.000
C 5.846 6.526 0.567 -0.01 -0.04 -0.01 0.000
C 5.047 5.383 0.204 0.03 0.05 0.08 0.000
C 4.657 4.471 1.182 0.02 0.01 0.00 0.000
C 3.875 3.383 0.842 0.02 -0.11 0.03 0.000
C 3.465 3.212 -0.474 -0.02 -0.04 0.01 0.000
C 3.865 4.107 -1.454 -0.03 0.04 -0.08 0.000
C 4.658 5.188 -1.116 0.05 0.03 -0.04 0.000
N 2.622 2.113 -0.821 0.04 0.08 0.03 0.001
C 2.482 1.536 -2.068 0.07 -0.03 0.00 0.001
C 1.550 0.562 -1.935 -0.02 0.07 0.13 0.004
N 1.098 0.541 -0.630 -0.11 -0.28 -0.11 0.042
C 1.763 1.476 0.007 -0.08 -0.01 0.01 0.005
H 4.981 4.609 2.204 -0.02 0.01 0.00 0.000
H 3.615 2.657 1.600 -0.02 0.02 0.00 0.000
H 3.550 3.981 -2.481 -0.04 0.01 0.01 0.000
H 4.975 5.887 -1.877 -0.03 0.01 0.00 0.000
H 3.068 1.831 -2.920 0.01 0.03 0.07 0.000
H 1.188 -0.126 -2.677 0.00 -0.01 0.02 0.001
H 1.633 1.733 1.045 0.02 0.04 -0.02 0.000
```
Positions in Å, forces in eV/Å.

***

No. 4
Computed, not measured: an isolated ion of composition C4H9N2 and charge +1, with ωB97M-V/def2-TZVPD.

Energy relative to the best compared isomer or geometry (same formula, charge and spin)   140.85 kcal/mol
Total charge   +1
HOMO-LUMO gap (alpha / beta)   9.438 / 9.253 eV
E_tot   -266.874825 Eh

```
15
Properties=species:S:1:pos:R:3:forces:R:3:nbo_charge:R:1
C 0.608 0.658 0.449 0.38 1.21 -0.16 0.595
C 2.018 0.588 0.689 2.11 0.36 1.86 -0.411
C -0.386 -1.191 -0.710 1.87 -0.38 0.27 -0.438
C -1.654 0.900 0.151 0.42 1.59 3.35 -0.416
N 2.344 -0.485 -0.159 -0.71 -1.46 2.27 -0.386
N -0.396 0.183 -0.074 -0.84 -1.90 -1.09 -0.325
H 2.555 1.535 0.458 -0.60 -0.27 0.51 0.267
H 2.087 0.339 1.825 0.24 0.34 -1.82 0.288
H -0.455 -1.238 -1.779 0.21 0.99 -0.73 0.247
H -1.209 -1.781 -0.421 -1.06 -0.37 1.13 0.239
H 0.595 -1.630 -0.389 -1.24 0.18 -0.39 0.269
H -1.600 1.255 1.285 -0.73 -1.13 -2.28 0.245
H -2.492 0.305 -0.105 -0.66 -0.56 0.02 0.246
H -1.656 1.838 -0.356 0.02 0.42 -0.90 0.246
H 2.593 -0.183 -1.052 0.59 0.97 -2.05 0.334
```
Positions in Å, forces in eV/Å.

***

Record-wise max |F| values, in eV/A: 0.55 3.25 0.60 3.73